{"formula": "C4H12BN", "method": "the ωB97M-V functional and the def2-TZVPD basis", "species": ["B", "C", "C", "C", "C", "N", "H", "H", "H", "H", "H", "H", "H", "H", "H", "H", "H", "H"], "positions_angstrom": [[-2.0370, 0.6955, 0.5518], [1.0804, 0.9207, -1.6356], [0.8281, -0.5076, 1.7102], [-0.2122, 0.0656, -1.4488], [-0.1721, -1.1905, 0.7429], [-0.6755, -0.0638, -0.1228], [-2.4576, 1.3688, -0.3393], [-2.1911, 0.2574, 1.6728], [1.8540, 0.4494, -1.1740], [1.2140, 0.8992, -2.6537], [0.9507, 1.8390, -1.1476], [0.4608, 0.3945, 2.2190], [1.2400, -1.0665, 2.6060], [1.7902, -0.0961, 1.1340], [-0.9596, 0.5172, -1.9866], [-0.1500, -0.9985, -1.7380], [0.3928, -1.9824, 0.3244], [-0.9557, -1.5022, 1.2854]], "mulliken_charge": [0.240, -1.368, -0.881, -0.546, -0.757, -0.082, -0.078, -0.059, 0.329, 0.462, 0.360, 0.255, 0.361, 0.150, 0.453, 0.336, 0.369, 0.458], "relative_energy_kcal_mol": 73.3, "e_tot_ha": -239.1196, "smiles": "BN(CC)CC", "homo_energy_ev": -8.389}